1.
Here is C3H4N2O in the gas phase in a non-equilibrium geometry from OMol25. Energies are from ωB97M-V with the def2-TZVPD basis set.

```
10
Properties=species:S:1:pos:R:3:forces:R:3
C 0.75601 -0.07334 -0.14544 4.411 -3.029 4.184
C -1.37468 0.75564 -0.13454 2.722 -2.800 1.968
C -1.32670 -0.57804 0.00494 -8.992 0.194 -2.361
H 2.31958 0.87310 -0.10014 0.440 -1.170 0.110
H 0.47198 1.78704 -0.18201 -1.062 -0.835 1.527
H -2.15577 1.44541 -0.27389 -0.406 0.726 0.160
H -2.38349 -1.15311 -0.17237 3.272 0.587 0.684
N 2.10906 -0.15594 -0.06701 -4.658 0.774 -1.572
N 0.01651 0.94199 0.29796 0.179 7.335 -3.680
O -0.18238 -1.13505 0.09525 4.093 -1.784 -1.022
```
Positions in Å, forces in eV/Å.

As for the frontier orbital gap: 9.10 eV. Its total energy is -301.3487 a.u. The SMILES is [H]/N=c1\[nH]cco1. The charge is 0. The HOMO energy comes out at -8.5 eV. As for the energy relative to the best compared isomer or geometry (same formula, charge and spin): 86.95 kcal/mol.

These are the natural (NBO) partial charges, in e, on atoms 1 to 2: 0.634 -0.198

---

2.
Here is C3H4N2O in the gas phase in a non-equilibrium geometry from OMol25. Energies are from ωB97M-V with the def2-TZVPD basis set.

```
10
Properties=species:S:1:pos:R:3:forces:R:3
O -1.88826 -0.74366 0.50133 0.364 -0.424 0.042
C -0.79748 -0.65507 -0.30436 2.358 0.288 1.025
C -0.49737 0.45818 -1.05760 0.237 -0.152 -0.016
N 0.68715 1.04431 -0.78309 0.406 0.376 -0.173
C 1.28220 0.33296 0.15358 0.055 0.412 -0.386
N 0.72065 -0.81623 0.48186 -1.497 0.984 0.082
H -1.82801 0.08306 1.01764 -0.523 -0.614 -0.047
H -1.11648 0.91916 -1.82787 -0.161 -0.324 0.464
H 2.09573 0.76544 0.72956 0.496 -0.450 -0.498
H 1.34187 -1.38814 1.08895 -1.735 -0.097 -0.492
```
Positions in Å, forces in eV/Å.

As for the frontier orbital gap: 8.81 eV. Its total energy is -301.3650 a.u. The SMILES is Oc1cnc[nH]1. The charge is 0. The HOMO energy comes out at -8.5 eV. As for the energy relative to the best compared isomer or geometry (same formula, charge and spin): 76.69 kcal/mol.

These are the natural (NBO) partial charges, in e, on atoms 1 to 2: -0.667 0.328

---

3.
Here is C3H4N2O in the gas phase in a non-equilibrium geometry from OMol25. Energies are from ωB97M-V with the def2-TZVPD basis set.

```
10
Properties=species:S:1:pos:R:3:forces:R:3
O -1.92178 0.77272 -0.54874 -0.292 0.220 -0.257
C -0.78138 0.16140 -0.19801 0.738 0.034 -0.546
N 0.33988 0.80392 -0.51657 -1.717 2.936 -0.161
C 1.47693 0.47104 0.12165 0.126 -0.511 -1.002
C 1.42677 -0.79505 0.29185 -0.541 -1.372 1.147
N -0.75615 -0.99716 0.36304 0.556 -0.142 -0.285
H -1.65107 1.60154 -0.97375 -0.144 -0.123 0.153
H 2.28849 1.14569 0.22471 0.658 0.470 -0.005
H 1.25082 -1.75118 0.63903 0.633 -1.320 0.776
H -1.66761 -1.38069 0.57462 -0.018 -0.190 0.181
```
Positions in Å, forces in eV/Å.

As for the frontier orbital gap: 8.05 eV. Its total energy is -301.3062 a.u. The charge is 0. The HOMO energy comes out at -8.5 eV. As for the energy relative to the best compared isomer or geometry (same formula, charge and spin): 113.60 kcal/mol.

These are the natural (NBO) partial charges, in e, on atoms 1 to 2: -0.666 0.675

---

4.
Here is C3H4N2O in the gas phase from OMol25. Energies are from ωB97M-V with the def2-TZVPD basis set.

```
10
Properties=species:S:1:pos:R:3:forces:R:3
N -0.65689 1.49614 -0.90525 0.015 0.173 -0.226
C -0.02545 0.39397 -0.49968 0.134 -0.189 0.078
C 0.87310 -0.62616 -0.66310 -0.023 0.166 -0.165
O 0.81190 -1.42673 0.49768 -0.001 -0.054 0.085
C -0.08221 -0.88606 1.28825 -0.128 0.156 0.003
N -0.60313 0.17903 0.76298 0.126 -0.305 0.156
H -0.40525 1.95450 -1.76713 -0.025 -0.064 0.085
H -1.20230 1.20241 0.45159 0.003 -0.003 0.002
H 1.57870 -0.94207 -1.40809 -0.103 0.063 0.061
H -0.28845 -1.34502 2.24275 0.001 0.058 -0.081
```
Positions in Å, forces in eV/Å.

As for the frontier orbital gap: 8.42 eV. Its total energy is -301.3500 a.u. The charge is 0. The HOMO energy comes out at -7.5 eV. As for the energy relative to the best compared isomer or geometry (same formula, charge and spin): 86.09 kcal/mol.

These are the natural (NBO) partial charges, in e, on atoms 1 to 2: -0.928 0.291